Molecular formula: C4H4N2O
Method: DFT, the ωB97M-V functional and the def2-TZVPD basis

E_HOMO (eV): -9.23
E (hartree): -339.45856
Gap between HOMO and LUMO (eV): 10.36
SMILES: C#COC=C.N#N

Structure (XYZ):
```
11
C4H4N2O the ωB97M-V functional and the def2-TZVPD basis
C 2.0070 -1.5740 -0.3662
C 1.0120 -1.1106 0.1784
C -2.0842 0.6770 0.2835
C -1.0700 -0.1008 -0.1040
N 1.3622 1.8910 0.0742
N 2.1296 1.1962 0.4133
O -0.0928 -0.6365 0.7381
H 2.7682 -1.7822 -1.0041
H -2.7357 0.9980 -0.4685
H -2.4516 0.9699 1.3225
H -0.8445 -0.5281 -1.0672
```

***

Molecular formula: C3H2N2O
Method: DFT, the ωB97M-V functional and the def2-TZVPD basis

E_HOMO (eV): -9.54
E (hartree): -300.19328
Gap between HOMO and LUMO (eV): 9.63
SMILES: N#CC(O)=C=N

Structure (XYZ):
```
8
C3H2N2O the ωB97M-V functional and the def2-TZVPD basis
O 0.9814 -1.3564 -0.4354
C 0.0466 -0.4585 0.0414
C -1.1647 -0.9558 0.6276
N -2.1652 -1.3279 1.0806
C 0.1697 0.8484 -0.1631
N 0.3566 2.0528 -0.2229
H 1.7603 -1.3240 0.1373
H 0.0154 2.5214 -1.0654
```

***

Molecular formula: C7H9N
Method: DFT, the ωB97M-V functional and the def2-TZVPD basis

E_HOMO (eV): -8.74
E (hartree): -326.74826
Gap between HOMO and LUMO (eV): 9.68
SMILES: C=C1N=CC[C@@H]2C[C@H]12

Structure (XYZ):
```
17
C7H9N the ωB97M-V functional and the def2-TZVPD basis
C -0.6105 -1.5011 0.9751
C -1.3120 0.6327 0.5670
C -1.8543 1.7807 0.9043
C 0.6911 -1.5304 0.4021
C 1.3400 0.9644 -0.3545
C -0.0647 0.6592 -0.7647
C 0.8530 -0.4234 -0.7088
N -1.4854 -0.5973 1.1289
H -0.9671 -2.3485 1.5304
H -2.5030 2.0776 1.7300
H -1.3710 2.5397 0.4400
H 1.3822 -1.6740 1.2805
H 0.7702 -2.4770 -0.2162
H 2.1523 1.4663 -0.8275
H 1.5059 1.1043 0.6850
H -0.5732 1.0465 -1.6439
H 1.2961 -0.8315 -1.5906
```

***

Molecular formula: C41H42As3NOS2Y
Method: DFT, the ωB97M-V functional and the def2-TZVPD basis

E_HOMO (spin up / spin down) (eV): -12.58 / -13.21
2S+1: 2
E (hartree): -9258.94367
Gap between HOMO and LUMO (spin up / spin down) (eV): 7.09 / 7.58
<S²>: 0.7545
Total charge: +2

Structure (XYZ):
```
91
C41H42As3NOS2Y the ωB97M-V functional and the def2-TZVPD basis
Y 0.1385 -0.1758 0.5428
C -0.8526 -4.9076 0.3929
As 0.2079 -3.2539 0.1830
C 0.1211 -3.0760 -1.7714
C 2.0438 -3.9918 0.1423
C 2.2796 -5.3573 0.0177
C 3.5699 -5.8510 -0.0897
C 4.6485 -4.9862 -0.0503
C 4.4273 -3.6240 0.0546
C 3.1359 -3.1145 0.1344
As 2.8292 -1.1757 0.2050
C 4.4322 -0.4896 -0.7087
C 3.3406 -0.9263 2.0845
H -0.7691 -5.5310 -0.4994
H -1.9051 -4.6628 0.5499
H -0.5019 -5.4674 1.2637
H 0.6556 -3.9102 -2.2320
H 0.5936 -2.1329 -2.0748
H -0.9113 -3.0849 -2.1200
H 1.4518 -6.0536 -0.0053
H 3.7311 -6.9119 -0.2027
H 5.6560 -5.3686 -0.1118
H 5.2722 -2.9443 0.0698
H 5.3067 -0.5279 -0.0515
H 4.2504 0.5441 -1.0097
H 4.6180 -1.0891 -1.6041
H 4.3573 -1.2933 2.2539
H 2.6530 -1.4927 2.7228
H 3.2850 0.1325 2.3490
O 1.9633 1.4027 0.1540
As 1.5944 2.9965 0.4849
C 2.2960 3.5104 2.2271
C 1.6325 4.3909 3.0745
C 2.2336 4.7668 4.2666
C 3.4914 4.2861 4.5973
C 4.1570 3.4202 3.7421
C 3.5621 3.0318 2.5544
C -0.3800 2.8982 0.3859
C -0.7420 2.6353 -1.0363
C -1.9730 2.2734 -1.4462
C -3.1599 2.1398 -0.6292
C -3.2539 2.2218 0.7085
C -2.1212 2.4152 1.6587
C 2.4230 4.0628 -0.9164
C 1.7258 5.0099 -1.6540
C 2.3771 5.6898 -2.6723
C 3.7152 5.4384 -2.9308
C 4.4166 4.5132 -2.1717
C 3.7716 3.8202 -1.1613
H 0.6584 4.7832 2.8072
H 1.7212 5.4443 4.9348
H 3.9605 4.5955 5.5186
H 5.1414 3.0559 3.9962
H 4.0671 2.3538 1.8683
H 0.0549 2.7661 -1.7738
H -2.1234 2.1418 -2.5096
H -4.0796 1.9977 -1.1821
H -4.2324 2.1982 1.1615
H -2.4282 2.2967 2.6989
H 0.6835 5.2232 -1.4275
H 1.8433 6.4208 -3.2605
H 4.2227 5.9785 -3.7148
H 5.4640 4.3345 -2.3621
H 4.3019 3.0913 -0.5539
S -1.4497 4.1234 1.2505
C -0.8380 1.7683 1.2543
N -1.6915 -0.7359 -0.8569
S -2.6684 -1.8941 -0.3073
C -4.0326 -1.1083 0.6025
C -5.1647 -0.6110 -0.0199
C -6.1828 -0.0864 0.7581
C -6.0696 -0.0694 2.1391
C -4.9226 -0.5493 2.7530
C -3.8959 -1.0699 1.9818
C -3.6168 -2.5141 -1.7138
C -4.5935 -3.4644 -1.4554
C -5.3132 -3.9968 -2.5121
C -5.0441 -3.5880 -3.8107
C -4.0595 -2.6437 -4.0571
C -3.3354 -2.1046 -3.0043
H -2.2158 -0.0671 -1.4242
H -5.2654 -0.6531 -1.0930
H -7.0724 0.2935 0.2825
H -6.8782 0.3107 2.7396
H -4.8381 -0.5391 3.8270
H -3.0028 -1.4759 2.4449
H -4.8000 -3.7706 -0.4407
H -6.0831 -4.7283 -2.3234
H -5.6034 -4.0057 -4.6320
H -3.8531 -2.3246 -5.0665
H -2.5597 -1.3765 -3.1878
```

***

Relative energy (zero: lowest compared OMol25 entry of this formula, charge and spin): 77.3; 23.9; 89.6; 85.5 (kcal/mol)